Entry 1:
Entry from OMol25: a molecular structure, C44H51CsN6O3P2S4 (ωB97M-V with the def2-TZVPD basis set).

## Properties
Energy relative to the best compared isomer or geometry (same formula, charge and spin) in kJ/mol: 72.5
LUMO energy in eV: 3.647
Frontier orbital gap in Eh: 0.1932
Net charge: -2

XYZ file:
```
111
C44H51CsN6O3P2S4 ωB97M-V with the def2-TZVPD basis set
Cs -0.32330 0.79586 -1.54427
C 0.61978 3.85266 -5.17495
S -0.73438 3.43990 -4.06463
C -1.97785 2.77906 -5.18564
S -1.70898 2.73543 -6.85609
N -3.05478 2.27182 -4.62909
N -3.00365 2.22518 -3.26830
C -4.13460 2.04862 -2.69817
C -4.26751 1.89050 -1.24496
C -5.54252 1.90192 -0.67361
C -5.67559 1.72629 0.69008
C -4.53674 1.53447 1.45771
C -3.31135 1.52738 0.80537
N -3.17270 1.70668 -0.50129
H 0.99879 2.96826 -5.68119
H 1.39764 4.26932 -4.53219
H 0.30705 4.58005 -5.91990
H -5.04558 1.99983 -3.29873
H -6.40946 2.03166 -1.30883
H -6.65772 1.72191 1.14797
H -4.58780 1.37136 2.52582
H -2.39018 1.34906 1.35742
O 1.41365 2.88606 -0.59616
P 2.07489 2.82408 0.74053
C 2.93276 1.32681 1.23311
P 1.79087 -0.20315 1.35007
O 0.30414 0.02469 1.09719
C 1.58967 0.28304 3.33280
C 2.65401 0.31465 4.23788
C 2.48166 0.59412 5.58757
C 1.20794 0.83701 6.08692
C 0.12703 0.79005 5.21667
C 0.32232 0.52087 3.86750
C 2.25380 -1.86263 2.04233
C 1.20088 -2.67998 2.44239
C 1.43721 -3.96580 2.90909
C 2.73769 -4.43732 3.03062
C 3.79562 -3.61197 2.66249
C 3.55500 -2.34513 2.15629
C 3.35442 4.13108 0.83364
C 3.27967 5.14169 -0.12049
C 4.18552 6.19171 -0.10644
C 5.17899 6.24116 0.86089
C 5.26780 5.23221 1.81040
C 4.36195 4.18195 1.79369
C 0.91519 3.30517 2.05001
C -0.42236 3.45612 1.69977
C -1.35132 3.83982 2.65714
C -0.94686 4.07786 3.96177
C 0.38769 3.92866 4.31543
C 1.31404 3.54158 3.36261
H 3.41051 1.54550 2.18948
H 3.68914 1.15204 0.46683
H 3.66202 0.09294 3.88709
H 3.33871 0.61093 6.25471
H 1.06151 1.05285 7.14005
H -0.87502 0.97995 5.59007
H -0.52032 0.50960 3.18550
H 0.18951 -2.29568 2.36781
H 0.60138 -4.59941 3.18775
H 2.92649 -5.43715 3.40530
H 4.81596 -3.97171 2.74724
H 4.37837 -1.73949 1.79632
H 2.50462 5.07940 -0.87486
H 4.11735 6.97139 -0.85540
H 5.88790 7.06061 0.87211
H 6.04688 5.25977 2.56269
H 4.45026 3.39529 2.53281
H -0.72696 3.26318 0.67675
H -2.39395 3.94202 2.38053
H -1.67514 4.36839 4.71010
H 0.70263 4.08511 5.33961
H 2.34605 3.39573 3.65695
O -4.69918 -1.62156 -0.60731
S -3.43224 -1.95472 -1.34223
C -3.34725 -3.76606 -1.35011
C -3.23429 -4.12862 0.12312
C -2.10545 -3.24553 0.67248
C -2.09197 -1.92829 -0.12254
H -2.45345 -4.04241 -1.91702
H -4.24034 -4.14081 -1.85076
H -3.03103 -5.19193 0.26778
H -4.18071 -3.89044 0.61133
H -1.14319 -3.73728 0.51894
H -2.21605 -3.06516 1.74161
H -1.15755 -1.81042 -0.66633
H -2.26268 -1.03699 0.47839
C 0.87699 -5.55731 -2.30315
C 1.48191 -4.30257 -1.70750
N 0.52697 -3.21656 -1.80839
C -0.19855 -2.99919 -2.95593
N -0.67448 -1.82836 -3.15853
C -1.48006 -1.53923 -4.33090
C -2.11294 -2.78138 -4.93848
C -1.05174 -3.85792 -5.05502
N -0.46793 -4.12335 -3.75122
C 0.44492 -5.25031 -3.72404
H 0.00675 -5.86423 -1.71588
H 1.60026 -6.37575 -2.30108
H 2.42051 -4.05726 -2.22442
H 1.73042 -4.42856 -0.65240
H 0.91742 -2.34600 -1.40496
H -0.85894 -1.03375 -5.07990
H -2.25236 -0.81758 -4.05278
H -2.54157 -2.55953 -5.91780
H -2.91805 -3.14213 -4.29181
H -0.27753 -3.54301 -5.77305
H -1.47550 -4.79676 -5.42538
H 1.33505 -5.05083 -4.34458
H -0.07318 -6.10420 -4.17241
S 2.50667 -0.87689 -0.60546
```

Entry 2:
Entry from OMol25: 4 unconnected molecules or ions with the total composition C44H51F17IN3O12 in a non-equilibrium geometry (ωB97M-V with the def2-TZVPD basis set).

## Properties
LUMO energy in eV: -0.524
Frontier orbital gap in Eh: 0.2930
SMILES: C=Cc1c(CC(=O)I)c(OCCCC)c2nc(C(F)(F)C(F)(F)C(F)(F)C(F)(F)C(F)(F)C(F)(F)C(F)(F)C(F)(F)F)c(N(C(C)=O)C(C)=O)nc2c1CCCC(=O)O.CCOC(C)=O.CCOC(C)=O.CCOC(C)=O

XYZ file:
```
128
C44H51F17IN3O12 ωB97M-V with the def2-TZVPD basis set
C 4.45150 -0.25751 -0.02896
C 3.17483 -0.11962 -0.36635
C 2.08575 0.28401 0.54817
C 1.69868 -0.55165 1.62993
C 2.37066 -1.86635 1.85905
C 1.41710 -3.05762 1.56475
O 1.67646 -4.15326 1.97384
I -0.37052 -2.73534 0.36545
C 0.69693 -0.17888 2.41738
O 0.34073 -1.01064 3.44147
C 0.44601 -0.45808 4.76555
C 1.60573 0.49912 5.01838
C 3.00405 -0.10070 4.82289
C 3.98890 0.53487 5.84331
C 0.00576 1.00803 2.18051
N -1.04190 1.31348 2.98316
C -1.67109 2.40216 2.69296
C -2.88058 2.68491 3.59338
F -3.09620 3.99289 3.77034
F -2.58999 2.17120 4.79881
C -4.18632 2.03346 2.96565
F -3.86371 1.57968 1.74111
F -5.06734 3.01416 2.75543
C -4.83513 0.93630 3.81948
F -5.18118 1.53788 4.97742
F -3.98448 -0.02536 4.14832
C -6.15129 0.30856 3.27845
F -6.62714 -0.44981 4.27303
F -7.08403 1.23816 3.06515
C -6.01614 -0.50625 1.95340
F -6.21824 0.36260 0.94827
F -4.78867 -1.00172 1.78086
C -7.00519 -1.68827 1.82687
F -6.54746 -2.63369 2.67457
F -8.22490 -1.38232 2.25455
C -7.07552 -2.36864 0.43786
F -7.84010 -3.46015 0.61872
F -5.89669 -2.80536 0.01482
C -7.74372 -1.53981 -0.72005
F -6.76506 -0.99189 -1.45252
F -8.51036 -0.55333 -0.29913
F -8.39600 -2.36237 -1.51902
C -1.29105 3.21754 1.61721
N -2.09726 4.38833 1.34454
C -2.06297 4.70455 -0.07655
C -2.83917 3.75385 -0.96025
O -1.49088 5.69119 -0.48553
C -1.49263 5.52093 2.06627
C -2.39927 6.64229 2.52631
O -0.31281 5.55764 2.33538
N -0.30067 2.97988 0.81982
C 0.35972 1.83138 1.12787
C 1.42907 1.43614 0.31014
C 1.78228 2.30534 -0.87340
C 0.84953 1.87962 -2.04835
C 1.61090 1.57631 -3.33747
C 2.01530 2.83924 -4.08855
O 1.39503 3.86999 -3.97363
O 3.10537 2.76685 -4.88778
H 5.06186 -0.93384 -0.61021
H 4.83954 0.32341 0.79976
H 2.87187 -0.34801 -1.38438
H 3.18726 -2.00854 1.16040
H 2.70507 -2.02083 2.87755
H -0.47857 0.02106 5.08785
H 0.59438 -1.31128 5.42843
H 1.49852 1.45003 4.49695
H 1.54288 0.75414 6.08041
H 2.99537 -1.18138 4.95012
H 3.41359 0.14536 3.84525
H 3.69974 1.56989 6.01561
H 4.03003 -0.05796 6.75276
H 4.97822 0.56683 5.38728
H -3.78721 4.24624 -1.17118
H -2.26664 3.54528 -1.85579
H -3.05247 2.85150 -0.39045
H -3.32928 6.58482 1.95942
H -1.92574 7.59689 2.33214
H -2.57762 6.53937 3.59276
H 2.84019 2.28687 -1.12434
H 1.54181 3.33882 -0.63066
H 0.10355 2.64334 -2.25354
H 0.33377 0.96348 -1.76161
H 0.96508 0.93933 -3.94530
H 2.51520 1.01042 -3.11272
H 3.73755 2.12124 -4.54666
C -0.70902 -3.74757 -6.59637
C -0.83813 -3.81148 -5.08751
O -0.20606 -2.69479 -4.45602
C -0.78643 -1.50032 -4.30004
C -2.07818 -1.19202 -5.01716
O -0.22742 -0.67026 -3.63120
H -1.20248 -2.86656 -7.00856
H -1.15031 -4.63335 -7.05421
H 0.34144 -3.68898 -6.88290
H -1.87384 -3.90334 -4.75842
H -0.31683 -4.68783 -4.70969
H -1.85131 -0.64446 -5.93115
H -2.68694 -0.56585 -4.36859
H -2.67238 -2.06900 -5.26196
C -0.11873 -8.44678 -0.16134
C 0.01172 -8.38451 -1.66949
O -0.52548 -7.16927 -2.19623
C 0.16248 -6.01269 -2.23988
C 1.47448 -5.89829 -1.50262
O -0.31545 -5.07098 -2.80917
H 0.44151 -7.64831 0.32548
H 0.24816 -9.40248 0.21468
H -1.16218 -8.32990 0.13138
H 1.03971 -8.52943 -2.00632
H -0.57830 -9.18157 -2.11945
H 1.29336 -5.43043 -0.53465
H 2.13816 -5.26421 -2.08672
H 1.98835 -6.84526 -1.35301
C 7.47699 4.86010 -1.53966
C 7.23444 3.51095 -0.89622
O 6.02534 2.90865 -1.37145
C 5.94115 2.20936 -2.50801
C 7.09150 2.21844 -3.48365
O 4.91157 1.63642 -2.75731
H 7.60195 4.77598 -2.61929
H 8.37230 5.32421 -1.12553
H 6.62600 5.51854 -1.36628
H 8.07787 2.82954 -1.01942
H 7.09185 3.63895 0.17536
H 6.89087 2.96078 -4.25548
H 7.15682 1.23453 -3.94324
H 8.05886 2.42305 -3.03187
```

no.,electronic energy (a.u.)
1,-4557.25769
2,-4769.81085